104
Properties=species:S:1:pos:R:3:forces:R:3:lowdin_charge:R:1 method="wB97M-V/def2-TZVPD" mol_weight_g_mol=829.60 e_tot_ha=-5390.3525 multiplicity=1 largest_force_ev_per_a=7.72 de_lowest_kcal_mol=165.8
C 15.489995 18.364910 18.312650 -1.68 -0.23 -1.69 -0.016
C 16.868205 18.501480 18.691810 3.36 4.11 2.54 -0.308
O 17.451585 19.588500 18.937590 -1.80 -4.44 -1.04 0.075
N 17.692755 17.187090 18.913900 1.70 2.57 -0.04 0.132
H 17.126475 16.527040 19.427470 -0.94 -0.66 0.35 0.086
H 17.831015 16.869280 17.965230 0.35 -0.58 -1.27 0.103
C 19.087655 17.383120 19.614700 -1.63 0.29 -0.05 0.026
H 14.770855 18.020250 19.055710 0.54 -0.46 0.30 0.102
H 15.408655 17.695500 17.456280 -0.09 -0.56 0.11 0.071
H 15.063975 19.277850 17.896550 0.53 0.37 0.31 0.102
H 19.806235 16.616340 19.325220 -0.65 -0.26 0.02 0.081
H 18.776475 17.392300 20.659290 0.60 -0.29 0.05 0.087
H 19.561155 18.339840 19.394300 -0.65 0.01 -0.40 0.081
C 13.419635 7.215180 15.254030 0.51 -0.31 -0.72 0.031
C 13.613325 8.322040 14.267060 -1.19 5.84 4.03 -0.282
O 13.353565 9.512750 14.617530 1.77 -5.53 -3.58 0.127
N 14.388115 8.008220 12.967910 -0.61 2.23 -0.09 0.111
H 15.339855 7.811770 13.243050 0.34 -0.43 0.17 0.164
H 13.958215 7.194380 12.552050 0.11 -0.46 -0.27 0.171
C 14.408625 9.196680 11.961320 -0.02 -0.97 0.37 0.053
H 13.210585 7.638290 16.236560 -0.48 0.19 -0.25 0.111
H 14.360215 6.673670 15.354970 0.09 -0.33 -0.14 0.095
H 12.651035 6.529500 14.897380 -0.09 -0.12 0.26 0.107
H 14.676635 10.122200 12.470900 -0.47 -0.20 0.26 0.079
H 13.409675 9.187600 11.525300 0.22 0.50 -0.02 0.085
H 15.188125 8.994180 11.226830 -0.22 -0.26 -0.05 0.100
C 13.529845 12.640640 8.915820 -0.80 -0.24 -0.75 0.025
C 12.951045 13.809700 8.201420 0.99 1.58 -3.03 -0.309
O 13.407535 14.290810 7.169780 -2.03 -0.99 3.30 0.144
N 11.571315 14.329480 8.792470 2.37 0.63 -1.75 0.085
H 10.863115 13.665360 8.514110 -0.28 0.08 -0.34 0.155
H 11.635675 14.270850 9.798710 0.04 -0.21 2.92 0.060
C 11.263595 15.755690 8.450610 -1.16 -0.23 -0.72 0.013
H 12.728575 11.902440 8.882340 -0.31 -0.18 0.85 0.076
H 13.847875 12.905360 9.924220 0.04 -0.21 0.00 0.106
H 14.245355 12.169480 8.241900 0.59 0.56 0.40 0.099
H 11.769725 16.474840 9.094620 0.39 -0.50 0.05 0.110
H 10.192425 15.871100 8.616110 0.03 0.07 0.15 0.101
H 11.421165 15.885880 7.379950 0.35 0.17 0.21 0.092
C 10.206105 11.175450 12.922970 -0.89 -1.42 -0.41 0.036
C 10.213105 10.747010 11.483100 4.49 1.13 0.32 -0.372
O 11.204995 10.330260 10.896160 -2.70 0.11 0.40 0.098
N 9.052475 11.180330 10.616610 0.09 -2.01 0.77 0.103
H 8.819885 12.144360 10.808060 -0.33 0.56 0.16 0.182
H 9.364785 11.001820 9.672840 0.27 0.72 -0.47 0.159
C 7.979045 10.110950 10.813320 -0.22 0.90 -0.79 0.049
H 9.420385 10.617160 13.431940 -0.54 0.55 0.28 0.104
H 10.081445 12.257880 12.953100 -0.03 0.21 0.26 0.110
H 11.078805 10.838470 13.482380 0.32 0.39 -0.32 0.072
H 7.105045 10.442600 10.252740 -0.06 -0.12 0.22 0.109
H 7.744335 9.968900 11.868230 0.22 -0.08 -0.23 0.112
H 8.430565 9.275170 10.278810 -0.38 -0.40 0.58 0.111
C 18.111595 10.357290 12.988070 0.27 0.70 0.38 0.022
C 18.433975 11.091910 14.291690 -3.53 1.40 1.03 -0.343
O 17.623425 11.573730 15.076390 3.13 -1.71 -2.47 0.184
N 19.898215 11.155840 14.640130 0.07 1.07 0.01 0.105
H 19.926215 10.990550 15.636120 0.06 0.04 0.62 0.178
H 20.457475 10.444730 14.191070 -0.03 -0.44 -0.24 0.168
C 20.590845 12.491860 14.381590 1.34 0.99 -0.17 0.052
H 17.192525 10.732280 12.537750 -0.10 0.10 0.51 0.080
H 18.036095 9.302350 13.251700 0.03 -0.15 -0.18 0.085
H 18.862695 10.506690 12.212420 0.30 -0.13 0.22 0.094
H 19.971045 13.381030 14.266090 -0.75 -0.22 0.46 0.095
H 21.242485 12.483440 13.507860 -0.45 -0.72 -0.35 0.104
H 21.315135 12.666110 15.177300 -0.47 -0.04 0.37 0.114
C 15.710575 14.442010 16.404570 -0.95 -0.87 -1.49 0.039
C 14.681045 13.378050 15.779120 -0.03 0.50 3.15 -0.280
O 14.303425 12.359680 16.334350 1.15 2.20 -2.36 0.120
N 14.003685 13.836270 14.470860 -0.01 -2.83 0.40 0.123
H 13.183095 14.394470 14.658290 -0.84 0.84 1.02 0.083
H 14.545585 14.417750 13.847690 1.76 0.91 -0.60 0.083
C 13.513505 12.660230 13.642550 -0.45 1.26 0.12 -0.008
H 15.759495 15.331390 15.776320 -0.05 -0.05 -0.06 0.063
H 16.708155 14.003860 16.435310 -0.02 -0.22 -0.10 0.067
H 15.456475 14.755190 17.417220 -0.55 -0.36 0.07 0.077
H 12.469975 12.550270 13.937600 0.13 -0.42 -0.12 0.067
H 14.055625 11.726550 13.792440 0.17 0.44 0.40 0.048
H 13.608815 13.036130 12.623870 -0.17 -0.31 -0.11 0.075
Br 12.468595 16.911960 16.038310 0.18 -0.32 -0.42 -0.475
O 11.572465 9.682220 16.797770 2.03 -2.68 -1.41 0.077
C 11.033035 10.858000 16.896190 -4.46 5.79 2.49 -0.915
O 11.153695 11.710300 15.937820 1.13 -1.74 -1.43 -0.082
O 10.378095 11.115520 17.890760 -0.51 -0.47 1.21 0.015
H 11.980155 10.052610 16.011510 1.60 -1.37 -1.41 0.029
O 19.396825 15.748450 14.518960 -0.30 0.20 -1.20 0.059
C 19.200485 16.402870 15.669950 2.75 -1.24 5.40 -0.887
O 18.081275 16.848760 15.912330 -2.17 1.06 -0.59 -0.017
O 20.106065 16.319550 16.532690 0.80 0.07 -0.28 -0.067
H 18.563815 16.150260 14.261560 -1.16 -0.66 -2.78 0.073
O 17.152545 14.916190 20.859740 1.84 0.37 -0.89 0.052
C 15.827715 15.018860 20.706460 -6.35 -0.83 2.34 -0.863
O 15.218745 15.774780 19.935280 2.92 1.75 -2.36 -0.031
O 15.100655 14.358230 21.503660 2.06 -1.14 0.57 -0.069
H 17.196425 14.210710 21.509340 0.15 -0.16 0.35 0.099
O 17.408285 13.791130 12.250640 0.67 -3.02 -0.25 0.032
C 16.833175 15.005870 12.213170 -1.97 3.31 1.98 -0.882
O 15.658415 15.132590 12.616160 -1.28 -2.01 -0.05 -0.031
O 17.543805 15.960850 11.974240 2.11 0.66 -1.39 0.019
H 18.305975 13.974820 11.964260 0.28 0.23 -0.09 0.085
O 11.279515 15.189810 13.444180 -1.38 -1.88 1.62 0.059
C 11.626975 15.107750 12.200360 1.77 2.49 -1.78 -0.871
O 11.403605 14.051180 11.535380 -0.90 -1.98 -1.17 -0.113
O 12.211625 16.114710 11.761210 -0.17 -0.37 -1.37 0.000
H 11.542805 16.080210 13.688050 0.32 0.86 1.22 0.002

=====

97
Properties=species:S:1:pos:R:3:forces:R:3:lowdin_charge:R:1 method="wB97M-V/def2-TZVPD" mol_weight_g_mol=940.03 e_tot_ha=-6022.8737 multiplicity=1 largest_force_ev_per_a=2.45
C -0.229079 -2.499468 -4.238585 -0.08 0.18 -0.08 -0.170
C -0.688276 -2.157798 -5.629105 0.57 -0.72 -0.64 -0.736
Cl -1.954910 -0.987288 -5.627173 -0.02 0.05 -0.09 0.699
C -0.266203 -2.700958 -6.800682 -0.11 0.18 0.88 -0.730
Cl -1.008758 -2.252255 -8.290274 0.03 0.03 -0.07 0.716
C 0.866150 -3.737680 -6.924643 0.25 0.29 -0.12 -0.805
I 0.413091 -5.547717 -5.814423 0.02 -0.08 0.03 1.012
C 1.065535 -4.238163 -8.301812 -0.76 0.98 2.11 -0.397
N 1.212805 -4.650619 -9.346447 0.41 -0.70 -1.76 0.198
C 2.247524 -3.182588 -6.451611 0.17 -0.06 -0.05 -0.187
C 2.662437 -2.041171 -7.292940 -0.21 -0.39 0.35 -0.200
N 2.975368 -1.158208 -7.952504 0.03 0.20 -0.06 0.183
H 0.059530 -1.582280 -3.704762 0.00 -0.29 -0.20 0.071
H 0.584973 -3.221042 -4.210896 -0.09 0.19 0.09 0.007
H -1.071884 -2.932335 -3.680743 0.18 0.09 -0.15 0.090
H 3.008961 -3.973799 -6.538287 -0.28 0.25 0.02 0.124
H 2.221368 -2.857278 -5.406521 -0.10 -0.07 -0.22 0.114
C -1.021518 -3.056317 0.219932 -0.03 -0.19 0.14 -0.255
S 0.073574 -2.164798 -0.871139 0.00 0.07 -0.01 0.804
O 1.110033 -3.140850 -1.336216 0.01 -0.02 -0.03 -0.559
C 0.824437 -1.133943 0.379265 0.05 -0.03 0.11 -0.258
H -1.571689 -3.790343 -0.365060 0.01 0.07 -0.03 0.020
H -0.426013 -3.541551 0.993892 0.02 0.08 0.01 0.027
H -1.723739 -2.357026 0.673614 0.01 0.03 -0.02 0.064
H 1.264171 -1.759807 1.157012 -0.04 -0.04 -0.01 0.048
H 0.068426 -0.465787 0.792781 0.04 0.05 -0.03 0.035
H 1.590966 -0.537643 -0.111311 -0.01 -0.03 -0.04 0.037
C 0.862855 1.919810 -7.000226 -0.06 -0.05 -0.05 -0.267
S 2.011733 1.777215 -5.627376 -0.08 0.02 0.02 0.778
O 1.581210 2.772287 -4.606977 0.02 0.06 -0.01 -0.564
C 3.413905 2.497807 -6.486561 0.06 -0.02 0.01 -0.271
H -0.104389 1.551642 -6.661189 0.03 0.00 0.03 0.034
H 0.783015 2.968353 -7.287788 0.01 0.00 0.03 0.057
H 1.215689 1.310919 -7.831767 0.02 -0.04 -0.01 0.043
H 3.148168 3.500555 -6.821540 -0.02 -0.01 0.01 0.055
H 3.683839 1.859170 -7.325445 0.02 -0.04 -0.04 0.044
H 4.238533 2.547206 -5.778016 -0.01 0.00 0.01 0.048
C 0.854760 -5.680305 2.767941 0.01 -0.05 -0.02 -0.272
S 0.908478 -4.437456 4.064497 0.01 -0.05 -0.03 0.808
O 0.616520 -3.135110 3.409535 -0.02 0.08 -0.05 -0.558
C 2.686934 -4.499280 4.309557 0.06 -0.02 0.02 -0.272
H -0.178250 -5.759526 2.434574 0.00 0.00 0.01 0.048
H 1.488078 -5.364563 1.938360 -0.01 0.03 0.01 0.062
H 1.185985 -6.637640 3.170478 -0.01 0.00 -0.01 0.052
H 3.186271 -4.273521 3.367465 -0.03 0.01 -0.01 0.060
H 2.968057 -5.487843 4.672652 0.01 0.01 0.01 0.052
H 2.938913 -3.747694 5.054721 -0.01 0.00 0.00 0.048
C 0.460006 4.097457 1.961600 0.10 0.12 0.03 -0.275
S 0.468593 2.951716 0.583140 -0.10 -0.08 -0.01 0.815
O -0.425611 1.819977 0.983953 -0.03 0.00 0.04 -0.579
C 2.146567 2.371844 0.836676 0.09 0.01 0.00 -0.265
H -0.531323 4.539247 2.026894 -0.01 -0.02 -0.01 0.035
H 0.679012 3.560215 2.883820 -0.04 -0.01 0.01 0.051
H 1.201182 4.876485 1.782328 0.00 -0.02 -0.04 0.047
H 2.219931 1.944745 1.837587 -0.04 -0.01 -0.01 0.062
H 2.831359 3.205248 0.698839 -0.01 0.00 -0.03 0.030
H 2.343818 1.609326 0.086491 0.00 0.02 -0.01 0.038
C -2.452029 1.794355 5.173984 -0.03 -0.10 0.03 -0.265
S -2.263683 3.248335 4.143125 0.00 0.05 0.01 0.795
O -1.311694 4.149914 4.852443 0.03 0.01 0.01 -0.555
C -3.905207 3.912950 4.451982 -0.07 -0.01 0.00 -0.267
H -1.507930 1.253803 5.154003 0.01 0.01 -0.02 0.053
H -2.682824 2.101408 6.193528 0.01 0.01 -0.01 0.035
H -3.241503 1.160716 4.770178 0.02 0.00 -0.02 0.057
H -4.035986 4.070163 5.522582 0.03 -0.01 0.00 0.056
H -4.652537 3.219354 4.066536 -0.01 0.01 -0.01 0.053
H -3.977632 4.861742 3.924335 0.02 0.00 0.00 0.048
C -0.951976 2.791918 10.103463 0.02 0.04 0.04 -0.268
S -0.922817 1.699122 8.677762 0.00 0.04 -0.03 0.783
O -1.763250 0.522360 9.021449 -0.02 -0.03 0.01 -0.549
C 0.789312 1.189712 8.865521 0.06 -0.01 0.01 -0.267
H -1.963060 3.183537 10.191992 0.00 -0.01 -0.01 0.049
H -0.692426 2.224219 10.996912 -0.01 -0.02 -0.01 0.057
H -0.252287 3.612170 9.943959 -0.01 0.01 0.00 0.054
H 0.923962 0.738149 9.848334 -0.02 0.00 0.00 0.057
H 1.439159 2.055587 8.739986 0.00 -0.01 -0.01 0.055
H 0.997067 0.458292 8.087308 -0.01 0.00 0.00 0.049
C -6.000111 -5.754916 -1.017976 -0.05 -0.04 0.00 -0.272
S -5.161713 -4.172193 -0.886318 0.02 0.01 0.00 0.815
O -3.703753 -4.465955 -0.886271 -0.02 -0.05 -0.04 -0.558
C -5.612705 -3.855220 0.822623 -0.05 0.02 0.05 -0.269
H -5.794705 -6.149429 -2.010798 0.01 0.01 0.00 0.050
H -5.609623 -6.432563 -0.259094 0.02 0.02 0.00 0.058
H -7.073037 -5.607557 -0.894696 0.00 -0.01 -0.01 0.053
H -5.249075 -4.670682 1.447475 0.02 0.00 -0.02 0.059
H -6.695617 -3.757571 0.899269 0.00 0.01 0.01 0.053
H -5.137695 -2.921318 1.116054 0.01 0.00 -0.02 0.050
C 3.499389 7.420072 -1.165204 0.04 0.04 0.00 -0.271
S 2.074478 6.329677 -1.248513 -0.05 -0.03 -0.17 0.812
O 2.541542 4.987001 -0.810888 0.11 -0.01 0.24 -0.566
C 1.982503 6.249923 -3.037627 -0.07 0.05 -0.04 -0.260
H 3.751936 7.548476 -0.114669 -0.01 -0.01 0.00 0.048
H 4.332729 6.960640 -1.696247 -0.01 -0.02 0.00 0.058
H 3.242352 8.384730 -1.602832 0.00 0.00 0.01 0.052
H 2.925834 5.867445 -3.426071 0.00 -0.02 0.03 0.060
H 1.763882 7.241801 -3.433950 0.00 0.00 -0.01 0.053
H 1.179613 5.560256 -3.289234 0.02 -0.05 0.00 0.050